1.
Formula: C5H5NO
Source: OMol25
Level of theory: ωB97M-V/def2-TZVPD

Results
Total energy, hartree: -323.429720
Relative energy (zero: lowest compared OMol25 entry of this formula, charge and spin), kcal per mole: 56.5
Gap between HOMO and LUMO, eV: 11.307
HOMO level, eV: -10.7
Multiplicity: 1
Molar mass, g mol⁻¹: 95.1
SMILES: C#C[C@@H](O)CC#N

```
12
C5H5NO, DFT ωB97M-V/def2-TZVPD
C 1.96 0.38 1.19
C 1.01 0.58 0.48
C -0.18 0.76 -0.37
O 0.15 1.10 -1.70
C -1.10 -0.50 -0.35
C -0.94 -1.36 0.82
N -0.80 -2.05 1.73
H 2.79 0.20 1.84
H -0.75 1.61 0.01
H 0.88 0.53 -1.98
H -2.14 -0.18 -0.43
H -0.88 -1.09 -1.25
```



2.
Formula: C32H16BCoF2N8
Source: OMol25
Level of theory: ωB97M-V/def2-TZVPD

Results
Total energy, hartree: -3274.731157
Relative energy (zero: lowest compared OMol25 entry of this formula, charge and spin), kcal per mole: 0.0
Gap between HOMO and LUMO (alpha / beta), eV: 4.958 / 4.957
HOMO level (alpha / beta), eV: -6.5 / -6.5
Multiplicity: 1
Molar mass, g mol⁻¹: 620.3

```
60
C32H16BCoF2N8, DFT ωB97M-V/def2-TZVPD
Co -0.05 0.74 1.02
C -6.53 0.06 1.37
C -6.54 1.16 0.50
C -5.37 1.76 0.09
C -4.18 1.22 0.56
C -2.79 1.58 0.34
N -2.44 2.56 -0.46
C -1.18 2.88 -0.66
C -0.78 3.98 -1.51
C -1.52 4.89 -2.27
C -0.81 5.84 -2.98
C 0.59 5.88 -2.94
C 1.32 4.98 -2.19
C 0.60 4.03 -1.47
C 1.02 2.95 -0.59
N 2.28 2.72 -0.32
C 2.66 1.76 0.49
N 1.86 0.87 1.16
C 2.67 0.02 1.85
N 2.32 -1.00 2.60
C 1.07 -1.33 2.77
N -0.04 -0.73 2.25
C -1.14 -1.40 2.71
N -2.40 -1.15 2.46
C -2.77 -0.15 1.70
N -1.97 0.75 1.05
C -4.17 0.13 1.42
C -5.35 -0.47 1.84
C -0.72 -2.49 3.57
C -1.43 -3.45 4.28
C -0.71 -4.36 5.02
C 0.70 -4.32 5.06
C 1.40 -3.36 4.36
C 0.67 -2.45 3.61
C 4.06 0.40 1.65
C 5.25 -0.13 2.14
C 6.43 0.48 1.73
C 6.41 1.58 0.87
C 5.23 2.11 0.39
C 4.05 1.49 0.80
N -0.07 2.27 -0.13
H -7.48 -0.38 1.67
H -7.49 1.55 0.15
H -5.37 2.61 -0.58
H -2.60 4.84 -2.29
H -1.34 6.56 -3.59
H 1.11 6.64 -3.51
H 2.40 5.01 -2.15
H -5.33 -1.33 2.50
H -2.51 -3.48 4.24
H -1.22 -5.13 5.59
H 1.23 -5.05 5.65
H 2.48 -3.32 4.38
H 5.25 -0.99 2.80
H 7.38 0.10 2.09
H 7.36 2.03 0.58
H 5.21 2.96 -0.28
F -1.07 -1.11 -0.86
B 0.03 -0.56 -0.35
F 1.18 -1.04 -0.79
```



3.
Formula: C25H23AsAuN2OS
Source: OMol25
Level of theory: ωB97M-V/def2-TZVPD

Results
Total energy, hartree: -3920.944188
Relative energy (zero: lowest compared OMol25 entry of this formula, charge and spin), kcal per mole: 1.6
Gap between HOMO and LUMO, eV: 6.729
HOMO level, eV: -4.2
Charge: -1
Multiplicity: 1
Molar mass, g mol⁻¹: 671.4

```
54
C25H23AsAuN2OS, DFT ωB97M-V/def2-TZVPD
Au -0.41 -0.87 1.40
O 1.74 1.41 -0.08
As 2.28 0.10 -0.93
C 3.20 -1.33 -0.03
C 2.64 -2.59 0.11
C 3.36 -3.60 0.74
C 4.63 -3.34 1.23
C 5.18 -2.08 1.11
C 4.47 -1.07 0.47
C 0.99 -0.71 -2.09
C 1.28 -1.87 -2.81
C 0.33 -2.40 -3.67
C -0.90 -1.76 -3.82
C -1.18 -0.60 -3.12
C -0.23 -0.07 -2.26
C 3.64 0.74 -2.16
C 3.69 2.11 -2.39
C 4.60 2.62 -3.30
C 5.46 1.77 -3.98
C 5.42 0.40 -3.75
C 4.51 -0.11 -2.83
H 1.63 -2.79 -0.24
H 2.92 -4.58 0.87
H 5.19 -4.13 1.73
H 6.17 -1.87 1.51
H 4.90 -0.08 0.38
H 2.23 -2.37 -2.69
H 0.54 -3.30 -4.22
H -1.65 -2.19 -4.47
H -2.14 -0.11 -3.20
H -0.44 0.83 -1.69
H 3.02 2.75 -1.83
H 4.64 3.69 -3.48
H 6.17 2.17 -4.70
H 6.09 -0.26 -4.27
H 4.49 -1.18 -2.64
C -2.05 1.93 0.51
C -2.62 0.67 -0.05
C -3.71 0.49 -0.88
C -3.86 -0.92 -1.05
C -2.84 -1.51 -0.34
C -2.52 -2.96 -0.19
N -2.10 -0.55 0.29
H -2.46 2.16 1.49
H -2.26 2.78 -0.15
H -0.96 1.86 0.62
H -4.33 1.27 -1.29
H -4.60 -1.43 -1.64
H -3.31 -3.57 -0.62
H -2.40 -3.23 0.86
H -1.58 -3.22 -0.70
S 1.42 -1.22 2.79
C 0.75 -0.72 4.27
N 0.34 -0.43 5.31
```



4.
Formula: C16H29F3NO10SV
Source: OMol25
Level of theory: ωB97M-V/def2-TZVPD

Results
Total energy, hartree: -3076.029872
Gap between HOMO and LUMO (alpha / beta), eV: 4.597 / 5.074
HOMO level (alpha / beta), eV: -2.6 / -3.1
Charge: -1
Multiplicity: 4
Molar mass, g mol⁻¹: 535.4

```
61
C16H29F3NO10SV, DFT ωB97M-V/def2-TZVPD
V 21.94 -10.59 -1.86
C 18.37 -12.19 -0.13
C 18.54 -11.43 -1.47
O 19.68 -10.59 -1.46
H 17.38 -12.65 -0.22
H 18.19 -11.42 0.62
H 19.22 -12.88 -0.05
H 17.72 -10.77 -1.75
H 18.72 -12.17 -2.25
C 22.12 -6.04 -2.82
C 22.26 -7.54 -3.13
O 21.68 -8.40 -2.12
H 22.62 -5.76 -1.89
H 21.08 -5.72 -2.82
H 22.42 -5.40 -3.64
H 23.33 -7.72 -3.26
H 21.89 -7.83 -4.12
C 23.51 -12.43 2.02
F 24.46 -12.42 1.13
F 22.83 -13.55 1.68
F 23.96 -12.39 3.28
S 22.41 -10.89 1.65
O 23.27 -9.79 2.09
O 22.21 -10.99 0.18
O 21.12 -11.05 2.37
C 23.18 -10.50 -6.13
C 22.23 -11.12 -5.16
O 22.21 -10.81 -3.97
N 21.45 -12.06 -5.71
C 20.31 -12.64 -5.10
H 22.67 -10.32 -7.08
H 23.97 -11.18 -6.46
H 23.62 -9.57 -5.78
H 21.56 -12.38 -6.66
H 20.72 -13.31 -4.35
H 19.70 -13.12 -5.87
H 19.73 -11.83 -4.66
O 24.29 -10.94 -1.78
C 25.42 -10.98 -2.26
O 25.85 -10.08 -3.23
C 27.22 -10.11 -3.38
C 27.77 -11.23 -2.51
C 26.59 -11.87 -1.83
H 27.65 -9.15 -3.07
H 27.38 -10.38 -4.42
H 28.39 -10.70 -1.79
H 28.35 -11.95 -3.08
H 26.66 -11.90 -0.74
H 26.32 -12.87 -2.16
O 22.08 -12.75 -2.07
C 22.16 -13.97 -1.88
O 23.27 -14.69 -1.96
C 23.06 -16.10 -1.89
C 21.57 -16.30 -1.49
C 21.08 -14.90 -1.37
H 23.70 -16.59 -1.16
H 23.31 -16.57 -2.83
H 21.57 -16.82 -0.53
H 21.12 -16.85 -2.32
H 21.11 -14.58 -0.32
H 20.12 -14.64 -1.81
```



5.
Formula: C35H55N4OP2Sn
Source: OMol25
Level of theory: ωB97M-V/def2-TZVPD

Results
Total energy, hartree: -2557.681742
Relative energy (zero: lowest compared OMol25 entry of this formula, charge and spin), kcal per mole: 8.0
Gap between HOMO and LUMO, eV: 6.260
HOMO level, eV: -8.7
Charge: +1
Multiplicity: 1
Molar mass, g mol⁻¹: 728.5

```
98
C35H55N4OP2Sn, DFT ωB97M-V/def2-TZVPD
C -2.30 0.93 -1.71
C -2.72 -1.28 -0.89
C -3.47 0.91 -2.46
C -3.98 -1.25 -1.54
C -4.34 -0.17 -2.33
H -3.68 1.76 -3.10
H -4.62 -2.13 -1.42
H -5.29 -0.16 -2.85
N -1.93 -0.14 -0.97
P -0.57 2.58 -0.13
P -0.56 -2.67 0.27
C -1.38 2.15 -1.73
H -0.61 2.01 -2.51
H -1.96 3.04 -2.04
C -2.24 -2.42 -0.21
H -2.95 -3.22 -0.03
C 0.34 -3.54 -1.18
C -0.53 -3.67 1.88
C 1.03 3.59 -0.49
C -1.98 3.43 0.82
C 1.86 -3.31 -1.01
H 2.25 -3.77 -0.09
H 2.38 -3.76 -1.86
H 2.10 -2.24 -0.99
C 0.01 -5.03 -1.20
H 0.43 -5.58 -0.35
H -1.08 -5.21 -1.24
H 0.44 -5.47 -2.11
C -0.11 -2.91 -2.51
H 0.44 -3.40 -3.33
H -1.18 -3.06 -2.68
H 0.11 -1.84 -2.54
C 0.92 -4.09 2.18
H 1.59 -3.22 2.18
H 0.95 -4.54 3.19
H 1.30 -4.84 1.48
C -1.03 -2.78 3.03
H -0.41 -1.88 3.16
H -2.08 -2.49 2.91
H -0.95 -3.35 3.97
C -1.46 -4.89 1.78
H -1.18 -5.59 0.98
H -1.40 -5.45 2.73
H -2.50 -4.60 1.63
C -1.52 3.60 2.28
H -2.28 4.19 2.82
H -1.43 2.63 2.79
H -0.57 4.13 2.36
C -3.25 2.54 0.80
H -3.74 2.56 -0.19
H -3.04 1.50 1.08
H -3.96 2.95 1.53
C -2.33 4.79 0.19
H -3.28 5.13 0.63
H -1.58 5.55 0.40
H -2.49 4.72 -0.89
C 1.37 3.53 -1.98
H 0.59 3.98 -2.60
H 2.30 4.09 -2.15
H 1.54 2.49 -2.32
C 2.19 2.95 0.30
H 2.34 1.89 0.03
H 3.12 3.50 0.07
H 2.03 3.00 1.38
C 0.88 5.05 -0.06
H 0.13 5.58 -0.67
H 0.65 5.17 1.00
H 1.85 5.56 -0.24
Sn -0.22 0.01 0.45
C -2.08 0.31 2.83
O -2.63 0.17 3.82
N 1.26 0.05 -1.48
C 1.94 0.04 -2.44
C 2.87 -0.06 -3.60
C 2.34 -1.11 -4.58
C 2.95 1.29 -4.32
C 4.26 -0.46 -3.10
H 2.32 -2.11 -4.11
H 1.32 -0.85 -4.90
H 2.98 -1.17 -5.47
H 3.39 2.05 -3.67
H 3.58 1.20 -5.22
H 1.95 1.62 -4.64
H 4.96 -0.51 -3.94
H 4.63 0.28 -2.38
H 4.23 -1.44 -2.61
N -0.49 -0.29 7.71
C 0.05 -0.11 6.68
C 0.69 0.12 5.41
C 1.46 -0.88 4.81
C 2.01 -0.61 3.55
N 1.81 0.54 2.91
C 1.19 1.54 3.55
C 0.56 1.36 4.78
H 1.65 -1.83 5.31
H 2.64 -1.37 3.06
H 1.19 2.53 3.08
H -0.02 2.17 5.23
```



Strongest force on any atom readings, ordered: 0.023 0.003 0.010 0.076 0.060 hartree/bohr